Entry 1:
92
Properties=species:S:1:pos:R:3 method="wB97M-V/def2-TZVPD" total_charge=+1 largest_force_ha_per_bohr=0.0108 de_lowest_kj_mol=21.5 spin_multiplicity=1
Pd -0.228 -0.141 0.615
C -2.042 0.265 -2.585
C -2.687 1.458 -3.190
C -2.556 2.649 -2.608
C -1.676 2.674 -1.451
N -0.539 1.873 -1.501
C -0.741 0.563 -1.913
N -1.938 3.404 -0.427
C -1.402 3.143 0.788
N -1.003 1.975 1.288
C -0.667 2.225 2.645
N -0.327 1.442 3.588
C -0.304 0.058 3.613
C -0.030 -0.516 4.854
C -0.128 -1.882 5.016
C -0.518 -2.661 3.935
C -0.724 -2.043 2.723
N -0.611 -0.711 2.556
C -0.804 3.672 2.918
C -0.572 4.426 4.047
C -0.852 5.789 3.964
C -1.355 6.358 2.797
C -1.595 5.584 1.666
C -1.301 4.237 1.760
H -1.878 -0.504 -3.338
H -3.359 1.310 -4.026
H -3.118 3.534 -2.867
H 1.186 0.020 -1.316
H 0.227 0.143 5.669
H 0.083 -2.334 5.976
H -0.632 -3.732 4.015
H -0.970 -2.608 1.836
H -0.190 3.979 4.955
H -0.680 6.421 4.826
H -1.567 7.418 2.773
H -1.999 6.011 0.757
C 0.381 -4.551 -1.192
O -0.116 -3.226 -1.249
Si 0.407 -2.122 -2.362
C -0.583 -2.416 -3.925
C 2.220 -2.312 -2.739
C 0.235 -0.378 -1.678
Si -3.496 -0.564 -1.546
C -4.621 -1.246 -2.869
C -4.369 0.733 -0.525
C -2.918 -1.896 -0.383
Si 1.121 2.655 -1.543
C 1.807 2.239 -3.222
C 0.822 4.485 -1.403
C 2.230 2.087 -0.154
H 1.474 -4.565 -1.171
H 0.033 -5.146 -2.041
H 0.017 -5.015 -0.276
H -0.237 -3.361 -4.354
H -0.441 -1.651 -4.691
H -1.651 -2.533 -3.729
H 2.461 -3.291 -3.158
H 2.805 -2.172 -1.829
H 2.533 -1.560 -3.469
H -5.113 -0.446 -3.427
H -5.407 -1.847 -2.407
H -4.097 -1.884 -3.583
H -4.796 1.540 -1.119
H -3.714 1.170 0.233
H -5.188 0.238 0.005
H -2.147 -2.564 -0.769
H -3.797 -2.499 -0.131
H -2.558 -1.454 0.549
H 1.154 2.616 -4.011
H 1.947 1.168 -3.368
H 2.782 2.718 -3.339
H 0.133 4.868 -2.158
H 1.789 4.968 -1.566
H 0.469 4.798 -0.420
H 2.759 1.156 -0.363
H 1.695 1.957 0.788
H 2.981 2.867 0.001
C 4.753 -3.509 -0.235
Si 3.722 -3.029 1.250
C 4.713 -1.915 2.374
C 3.140 -4.558 2.159
C 2.201 -2.117 0.738
C 1.207 -1.418 0.707
H 5.749 -3.822 0.087
H 4.883 -2.672 -0.926
H 4.305 -4.337 -0.788
H 5.568 -2.454 2.790
H 4.103 -1.553 3.204
H 5.094 -1.046 1.834
H 3.971 -5.239 2.358
H 2.397 -5.096 1.568
H 2.686 -4.296 3.117

***

Entry 2:
116
Properties=species:S:1:pos:R:3 method="wB97M-V/def2-TZVPD" total_charge=-1 e_tot_ev=-114637.3175 largest_force_ha_per_bohr=0.0160 spin_multiplicity=1
C 4.942 -3.385 1.807
C 5.209 -3.912 0.389
O 4.380 -3.313 -0.572
C 4.793 -1.984 -0.941
B 3.507 -1.034 -1.282
P 4.220 0.622 -2.139
C 3.240 2.098 -1.586
C 5.886 1.001 -1.424
O 2.650 -0.764 -0.105
C 1.623 -1.718 -0.172
C 1.330 -1.883 -1.667
C 0.391 -0.866 -2.332
C -0.921 -0.477 -1.652
C -0.752 0.382 -0.384
C -1.696 1.592 -0.311
C -1.074 2.703 0.540
N -0.180 3.491 -0.328
O 2.610 -1.726 -2.256
H 5.867 -3.244 2.369
H 4.317 -4.073 2.376
H 4.429 -2.424 1.746
H 6.267 -3.766 0.125
H 5.012 -4.987 0.345
H 5.497 -2.071 -1.790
H 5.362 -1.543 -0.110
H 2.333 1.766 -1.074
H 3.812 2.719 -0.892
H 2.956 2.712 -2.440
H 6.165 2.010 -1.735
H 5.946 0.958 -0.331
H 6.619 0.319 -1.854
H 1.957 -2.695 0.206
H 0.764 -1.415 0.431
H 1.010 -2.914 -1.868
H 0.976 0.037 -2.525
H 0.154 -1.285 -3.316
H -1.539 -1.358 -1.453
H -1.484 0.122 -2.377
H 0.286 0.725 -0.325
H -0.942 -0.228 0.499
H -1.879 1.989 -1.314
H -2.645 1.271 0.118
H -0.525 2.230 1.363
H -1.831 3.371 0.952
H 0.324 2.848 -0.935
H 0.540 3.934 0.231
C -6.464 2.758 2.103
C -5.200 3.366 1.520
O -4.250 2.341 1.732
C -4.902 1.156 1.789
O -4.384 0.091 1.735
O -6.237 1.360 1.912
F -4.816 4.481 2.179
H -6.525 2.977 3.170
H -7.377 3.060 1.600
H -5.247 3.587 0.452
C -5.215 -2.843 0.636
C -5.122 -2.652 -0.865
O -5.817 -3.789 -1.364
C -6.690 -4.207 -0.418
O -7.564 -4.993 -0.590
O -6.439 -3.588 0.756
F -3.855 -2.677 -1.321
H -4.383 -3.453 0.993
H -5.271 -1.920 1.202
H -5.613 -1.752 -1.241
C -7.310 -6.508 3.803
C -7.409 -4.994 3.848
O -6.056 -4.608 4.000
C -5.272 -5.587 3.482
O -4.112 -5.475 3.259
O -6.001 -6.702 3.259
F -8.122 -4.547 4.908
H -7.350 -6.918 4.814
H -8.050 -6.984 3.169
H -7.800 -4.540 2.936
C -1.395 -7.280 3.527
C -0.118 -6.602 3.066
O 0.865 -7.580 3.360
C 0.271 -8.803 3.367
O 0.848 -9.838 3.374
O -1.075 -8.665 3.362
F 0.152 -5.478 3.767
H -1.562 -7.070 4.585
H -2.279 -7.020 2.956
H -0.076 -6.369 2.001
C 2.233 6.556 0.802
C 2.305 7.676 1.817
O 1.112 7.511 2.547
C 0.731 6.197 2.454
O -0.102 5.694 3.126
O 1.456 5.578 1.498
F 2.301 8.906 1.227
H 1.694 6.884 -0.088
H 3.193 6.139 0.515
H 3.152 7.629 2.504
C 4.225 -1.412 -5.188
C 4.835 -2.706 -5.681
O 5.314 -2.364 -6.973
C 5.530 -1.018 -6.996
O 6.121 -0.458 -7.864
O 5.002 -0.438 -5.911
F 3.934 -3.713 -5.807
H 3.180 -1.339 -5.493
H 4.296 -1.252 -4.118
H 5.673 -3.068 -5.082
C 0.828 10.339 -1.205
C 2.055 11.027 -1.773
O 2.983 9.970 -1.865
C 2.295 8.797 -1.968
O 2.771 7.752 -2.251
O 0.985 9.006 -1.692
F 2.543 11.983 -0.945
H 0.871 10.336 -0.115
H -0.115 10.752 -1.549
H 1.916 11.467 -2.762

***

Entry 3:
96
Properties=species:S:1:pos:R:3 method="wB97M-V/def2-TZVPD" total_charge=+1 largest_force_ha_per_bohr=0.0109 de_lowest_kj_mol=70.9 spin_multiplicity=1
Tl -0.033 -0.686 0.231
C 0.527 -4.287 -4.483
Sb 0.943 -2.663 -3.138
C -1.007 -1.759 -3.344
C 0.373 -3.889 -1.394
C 1.122 -5.180 -1.293
C 0.512 -6.378 -1.666
C 1.170 -7.594 -1.556
C 2.470 -7.639 -1.072
C 3.097 -6.458 -0.714
C 2.444 -5.228 -0.821
C 3.175 -3.981 -0.427
Sb 3.037 -3.538 1.669
C 2.973 -5.435 2.619
C 4.752 -2.727 2.592
H 0.564 -3.938 -5.515
H -0.465 -4.688 -4.271
H 1.272 -5.071 -4.348
H -1.715 -2.494 -3.727
H -0.950 -0.915 -4.031
H -1.363 -1.397 -2.377
H -0.700 -4.055 -1.491
H 0.549 -3.291 -0.498
H -0.506 -6.353 -2.038
H 0.667 -8.506 -1.851
H 2.992 -8.582 -0.976
H 4.122 -6.480 -0.356
H 2.838 -3.068 -0.908
H 4.254 -4.085 -0.573
H 3.890 -5.986 2.402
H 2.109 -5.998 2.270
H 2.890 -5.255 3.690
H 5.353 -3.567 2.935
H 4.440 -2.118 3.440
H 5.300 -2.116 1.879
N 2.745 -1.305 0.793
C 3.299 -0.310 1.075
C 3.975 0.856 1.328
C 3.348 1.830 2.161
N 2.812 2.593 2.840
C 5.251 1.068 0.727
N 6.290 1.211 0.250
N 1.473 0.691 -1.718
C 1.845 1.640 -2.249
C 2.311 2.843 -2.890
C 2.429 2.891 -4.278
C 2.887 4.050 -4.878
C 3.226 5.150 -4.100
C 3.108 5.098 -2.716
C 2.650 3.944 -2.104
H 2.169 2.024 -4.871
H 2.985 4.097 -5.954
H 3.589 6.053 -4.574
H 3.380 5.955 -2.114
H 2.561 3.883 -1.026
C -3.939 2.835 2.427
Ge -2.868 2.527 4.033
C -2.779 4.134 5.130
C -3.605 1.038 5.048
C -1.039 2.105 3.410
Se -0.618 0.201 3.260
C 0.596 0.075 4.774
H -4.937 3.194 2.686
H -4.041 1.904 1.867
H -3.458 3.583 1.791
H -3.785 4.476 5.377
H -2.257 4.939 4.610
H -2.249 3.923 6.061
H -4.650 1.234 5.294
H -3.054 0.893 5.980
H -3.548 0.119 4.466
H -0.287 2.527 4.077
H -0.873 2.537 2.424
H 0.041 0.313 5.678
H 1.420 0.765 4.629
H 0.953 -0.951 4.824
Cl 0.943 -2.969 2.558
C -4.102 4.997 -1.325
C -5.071 3.948 -1.867
C -6.034 3.472 -0.782
C -4.347 2.762 -2.515
N -3.361 2.125 -1.634
C -2.092 2.450 -1.390
N -1.592 1.598 -0.526
N -2.606 0.733 -0.252
N -3.663 1.041 -0.910
H -4.651 5.884 -1.008
H -3.377 5.312 -2.082
H -3.558 4.621 -0.455
H -5.645 4.401 -2.679
H -5.504 2.926 0.002
H -6.799 2.812 -1.196
H -6.536 4.321 -0.316
H -3.822 3.070 -3.417
H -5.061 1.984 -2.771
H -1.576 3.286 -1.838